1.
Formula: C3H6O2
Source: the OMol25 dataset
Level of theory: ωB97M-V/def2-TZVPD

Output
charge: 0
LUMO: 0.58 eV
frontier orbital gap: 9.063 eV
energy: -7298.769 eV

```
11
C3H6O2 | the OMol25 dataset | ωB97M-V/def2-TZVPD
O -1.348 0.442 -1.189
C -0.703 0.362 0.068
C -0.529 -1.080 0.526
O 1.274 -0.717 0.364
C 0.796 0.625 0.004
H -1.355 -0.476 -1.508
H -1.226 1.047 0.745
H -0.540 -1.158 1.623
H 1.293 -1.272 -0.427
H 1.182 1.294 0.776
H 1.156 0.934 -0.982
```

---

2.
Formula: C3H6O2
Source: the OMol25 dataset
Level of theory: ωB97M-V/def2-TZVPD

Output
structure (SMILES): O=CCCO
charge: 0
LUMO: 0.72 eV
frontier orbital gap: 10.412 eV
energy: -7302.536 eV

```
11
C3H6O2 | the OMol25 dataset | ωB97M-V/def2-TZVPD
O -0.811 -0.320 -2.547
C -0.583 -0.480 -1.372
C 0.406 0.359 -0.593
C 0.105 0.404 0.896
O 0.248 -0.915 1.390
H -1.090 -1.280 -0.794
H 1.400 -0.090 -0.730
H 0.435 1.362 -1.030
H 0.801 1.096 1.392
H -0.916 0.783 1.064
H 0.005 -0.921 2.323
```

---

3.
Formula: C3H6O2
Source: the OMol25 dataset
Level of theory: ωB97M-V/def2-TZVPD

Output
charge: 0
LUMO: 1.00 eV
frontier orbital gap: 9.505 eV
energy: -7300.400 eV

```
11
C3H6O2 | the OMol25 dataset | ωB97M-V/def2-TZVPD
O -1.417 0.463 -0.923
C -1.082 -0.280 0.236
C 0.394 -0.616 0.118
C 1.151 0.657 0.352
O 2.220 0.690 -0.414
H -2.301 0.828 -0.802
H -1.694 -1.189 0.322
H -1.214 0.325 1.144
H 0.618 -1.149 -0.818
H 0.686 -1.259 0.963
H 2.640 1.529 -0.179
```

---

4.
Formula: C3H6O2
Source: the OMol25 dataset
Level of theory: ωB97M-V/def2-TZVPD

Output
charge: 0
LUMO: 0.72 eV
frontier orbital gap: 9.252 eV
energy: -7299.505 eV

```
11
C3H6O2 | the OMol25 dataset | ωB97M-V/def2-TZVPD
O 0.543 0.863 0.679
C 0.937 -0.129 -0.189
C 1.764 -1.124 0.104
C -2.175 0.428 -0.962
O -2.183 0.966 0.228
H 0.965 0.712 1.536
H 0.441 -0.001 -1.144
H 2.221 -1.249 1.083
H 1.999 -1.862 -0.654
H -3.267 0.323 -1.183
H -1.244 1.074 0.502
```

---

5.
Formula: C3H6O2
Source: the OMol25 dataset
Level of theory: ωB97M-V/def2-TZVPD

Output
structure (SMILES): C=COCO
charge: 0
LUMO: 0.78 eV
frontier orbital gap: 10.108 eV
energy: -7301.624 eV

```
11
C3H6O2 | the OMol25 dataset | ωB97M-V/def2-TZVPD
C 1.308 -0.987 -0.471
C 1.256 0.154 0.221
O 0.194 0.607 0.951
C -1.014 0.233 0.240
O -2.172 0.778 0.740
H 2.124 -1.141 -1.165
H 0.565 -1.778 -0.406
H 2.064 0.878 0.148
H -1.099 -0.847 0.324
H -0.825 0.557 -0.790
H -2.400 1.547 0.208
```

---

6.
Formula: C3H6O2
Source: the OMol25 dataset
Level of theory: ωB97M-V/def2-TZVPD

Output
structure (SMILES): O[C@@H]1C[C@@H]1O
charge: 0
LUMO: 0.80 eV
frontier orbital gap: 10.128 eV
energy: -7301.418 eV

```
11
C3H6O2 | the OMol25 dataset | ωB97M-V/def2-TZVPD
O -0.434 -0.323 1.786
C -0.710 -0.499 0.418
C 0.416 -0.756 -0.545
C -0.312 0.546 -0.537
O 0.409 1.530 0.115
H 0.252 0.396 1.873
H -1.628 -1.117 0.200
H 0.221 -1.526 -1.332
H 1.443 -0.808 -0.027
H -0.822 0.795 -1.471
H 1.164 1.763 -0.480
```

---

7.
Formula: C3H6O2P
Source: the OMol25 dataset
Level of theory: ωB97M-V/def2-TZVPD

Output
structure (SMILES): C=C[P@@](=C)([O-])O
charge: -1
LUMO: 4.11 eV
frontier orbital gap: 7.420 eV
energy: -16590.714 eV

```
12
C3H6O2P | the OMol25 dataset | ωB97M-V/def2-TZVPD
C -1.820 0.704 -0.892
C -0.720 0.927 -0.190
P 0.590 -0.339 -0.055
C 0.991 -1.144 1.425
O 0.417 -1.495 -1.591
O 1.855 0.652 -0.340
H -2.678 1.366 -0.884
H -1.856 -0.159 -1.534
H -0.630 1.775 0.486
H 0.239 -1.897 1.655
H 1.043 -0.402 2.230
H 2.570 0.013 -0.310
```

---

8.
Formula: C3H6O2S
Source: the OMol25 dataset
Level of theory: ωB97M-V/def2-TZVPD

Output
structure (SMILES): COC(=O)SC
charge: 0
LUMO: 0.76 eV
frontier orbital gap: 10.189 eV
energy: -18137.231 eV

```
12
C3H6O2S | the OMol25 dataset | ωB97M-V/def2-TZVPD
C -2.654 0.008 0.062
O -1.343 -0.761 -0.180
C -0.374 0.197 -0.122
O -0.599 1.337 0.056
S 1.184 -0.757 0.108
C 2.485 0.562 -0.060
H -3.269 -0.811 -0.024
H -2.546 0.508 1.088
H -2.840 0.869 -0.626
H 2.625 1.149 0.935
H 3.600 0.115 -0.361
H 2.284 1.065 -1.033
```

---

9.
Formula: C3H6O2S
Source: the OMol25 dataset
Level of theory: ωB97M-V/def2-TZVPD

Output
structure (SMILES): COC(=O)SC
charge: 0
LUMO: 0.73 eV
frontier orbital gap: 10.281 eV
energy: -18138.317 eV

```
12
C3H6O2S | the OMol25 dataset | ωB97M-V/def2-TZVPD
C 2.121 0.240 -0.078
O 0.654 0.212 -0.010
C 0.174 -1.085 0.044
O 0.875 -2.067 0.066
S -1.559 -1.174 -0.091
C -2.289 0.504 0.057
H 2.488 -0.174 0.899
H 2.377 1.325 -0.127
H 2.473 -0.324 -0.936
H -2.032 1.034 0.982
H -1.908 1.137 -0.754
H -3.374 0.374 -0.055
```

---

10.
Formula: C3H6O2S
Source: the OMol25 dataset
Level of theory: ωB97M-V/def2-TZVPD

Output
structure (SMILES): O=CSCCO
charge: 0
LUMO: 0.60 eV
frontier orbital gap: 9.923 eV
energy: -18135.321 eV

```
12
C3H6O2S | the OMol25 dataset | ωB97M-V/def2-TZVPD
O -1.771 1.370 0.397
C -2.237 0.346 -0.189
S -1.144 -1.105 -0.457
C 0.332 -0.780 0.674
C 1.551 0.173 0.105
O 0.735 0.948 -0.811
H -3.306 0.295 -0.446
H 0.499 -1.959 0.712
H -0.270 -0.235 1.496
H 2.398 -0.661 -0.480
H 2.249 0.698 0.813
H 0.965 0.911 -1.814
```

---

11.
Formula: C3H6O2S2
Source: the OMol25 dataset
Level of theory: ωB97M-V/def2-TZVPD

Output
structure (SMILES): O=C(O)CCSS
charge: 0
LUMO: 0.37 eV
frontier orbital gap: 8.502 eV
energy: -28972.437 eV

```
13
C3H6O2S2 | the OMol25 dataset | ωB97M-V/def2-TZVPD
O 1.916 -1.835 -0.190
C 1.841 -0.725 0.293
O 2.751 -0.362 1.164
C 0.659 0.322 0.407
C -0.617 -0.069 -0.166
S -1.932 1.132 -0.942
S -3.699 0.174 -0.589
H 3.625 -0.252 0.750
H 0.400 0.813 1.340
H 1.142 1.131 -0.238
H -1.240 -0.561 0.566
H -0.566 -0.807 -0.947
H -4.281 1.039 -1.449
```

---

12.
Formula: C3H6O3
Source: the OMol25 dataset
Level of theory: ωB97M-V/def2-TZVPD

Output
structure (SMILES): O=COCCO
charge: 0
LUMO: 0.76 eV
frontier orbital gap: 10.878 eV
energy: -9348.959 eV

```
12
C3H6O3 | the OMol25 dataset | ωB97M-V/def2-TZVPD
O -1.144 0.329 -1.560
C -0.863 1.388 -1.004
O -0.158 1.542 0.080
C 0.175 0.069 0.995
C 0.872 -1.015 0.301
O 0.289 -1.520 -0.816
H -1.272 2.296 -1.481
H 0.753 0.431 1.851
H -0.862 -0.187 1.199
H 1.973 -0.991 0.270
H 0.612 -1.529 1.315
H -0.375 -0.813 -1.150
```

---

13.
Formula: C3H6O3
Source: the OMol25 dataset
Level of theory: ωB97M-V/def2-TZVPD

Output
structure (SMILES): C=CO.O=CO
charge: 0
LUMO: 0.72 eV
frontier orbital gap: 10.169 eV
energy: -9348.899 eV

```
12
C3H6O3 | the OMol25 dataset | ωB97M-V/def2-TZVPD
C 0.291 0.690 1.154
C -0.567 0.988 0.180
O -0.154 1.617 -0.966
H 1.348 0.919 1.041
H -0.001 0.179 2.068
H -1.640 0.864 0.329
H -0.102 0.957 -1.683
O -0.140 -0.908 -1.678
C -0.251 -1.181 -0.503
O 0.812 -1.452 0.296
H -1.190 -1.469 -0.014
H 1.593 -1.204 -0.223
```

---

14.
Formula: C3H6O3
Source: the OMol25 dataset
Level of theory: ωB97M-V/def2-TZVPD

Output
structure (SMILES): C1OCOCO1
charge: 0
LUMO: 0.97 eV
frontier orbital gap: 10.953 eV
energy: -9349.190 eV

```
12
C3H6O3 | the OMol25 dataset | ωB97M-V/def2-TZVPD
C 1.241 -0.335 -0.061
O 0.213 -1.222 -0.442
C -0.945 -0.913 0.322
O -1.435 0.285 -0.090
C -0.381 1.228 -0.287
O 0.800 0.896 0.438
H 1.871 -0.816 0.705
H 1.830 -0.183 -0.935
H -1.729 -1.666 0.187
H -0.613 -0.778 1.466
H -0.178 1.292 -1.348
H -0.674 2.212 0.045
```

---

15.
Formula: C3H6O3
Source: the OMol25 dataset
Level of theory: ωB97M-V/def2-TZVPD

Output
charge: 0
LUMO (alpha / beta): 0.62 / 0.62 eV
frontier orbital gap (alpha / beta): 8.195 / 8.196 eV
energy: -9346.446 eV

```
12
C3H6O3 | the OMol25 dataset | ωB97M-V/def2-TZVPD
C 0.310 0.295 -1.139
C 1.298 0.022 0.947
C -0.824 0.056 -0.028
O 1.486 -0.178 -0.472
O -1.145 -1.178 0.159
O -1.845 0.976 0.099
H 0.192 -0.307 -2.104
H 0.144 1.385 -1.410
H 1.849 0.927 1.365
H 1.499 -0.900 1.590
H -0.410 -1.740 0.395
H -2.555 0.641 0.597
```

---

16.
Formula: C3H6O3
Source: the OMol25 dataset
Level of theory: ωB97M-V/def2-TZVPD

Output
structure (SMILES): CC(=O)C=O.O
charge: 0
LUMO: -0.51 eV
frontier orbital gap: 9.357 eV
energy: -9349.735 eV

```
12
C3H6O3 | the OMol25 dataset | ωB97M-V/def2-TZVPD
C -0.517 -1.130 0.541
C 0.584 -0.392 -0.171
O 0.991 -0.595 -1.292
C 1.282 0.642 0.742
O 2.279 1.236 0.429
H -1.102 -1.764 -0.128
H -1.169 -0.407 1.038
H -0.077 -1.748 1.340
H 0.838 0.726 1.755
O -1.253 1.284 -1.110
H -1.511 0.640 -1.785
H -0.345 1.510 -1.358
```

---

17.
Formula: C3H6O3
Source: the OMol25 dataset
Level of theory: ωB97M-V/def2-TZVPD

Output
structure (SMILES): CC(O)(O)C=O
charge: 0
LUMO: 0.65 eV
frontier orbital gap: 10.704 eV
energy: -9349.023 eV

```
12
C3H6O3 | the OMol25 dataset | ωB97M-V/def2-TZVPD
C -1.156 0.849 0.083
C 0.127 -0.351 0.034
O -0.236 -1.418 -0.851
O 0.395 -0.768 1.333
C 1.291 0.323 -0.603
O 2.210 0.762 0.010
H -1.612 0.565 1.046
H -1.022 1.888 0.151
H -1.792 0.449 -0.661
H -0.726 -2.129 -0.246
H 1.441 -0.747 1.458
H 1.081 0.577 -1.755
```

---

18.
Formula: C3H6O3
Source: the OMol25 dataset
Level of theory: ωB97M-V/def2-TZVPD

Output
structure (SMILES): C=CO.O=CO
charge: 0
LUMO: 0.45 eV
frontier orbital gap: 9.870 eV
energy: -9348.741 eV

```
12
C3H6O3 | the OMol25 dataset | ωB97M-V/def2-TZVPD
C 0.172 2.240 0.988
C 0.607 2.291 -0.288
O 0.979 1.246 -1.138
H -0.070 3.161 1.616
H -0.104 1.315 1.468
H 0.798 3.387 -0.681
H 1.565 1.549 -1.951
O 0.188 -2.839 0.191
C -0.900 -2.244 0.268
O -1.053 -0.868 0.179
H -1.891 -2.940 0.373
H -0.483 -0.506 -0.477
```

---

19.
Formula: C3H6O3
Source: the OMol25 dataset
Level of theory: ωB97M-V/def2-TZVPD

Output
structure (SMILES): O[C@@H]1CC1(O)O
charge: 0
LUMO: 0.82 eV
frontier orbital gap: 10.001 eV
energy: -9348.606 eV

```
12
C3H6O3 | the OMol25 dataset | ωB97M-V/def2-TZVPD
O -1.796 -0.680 0.576
C -0.870 0.329 0.583
C -0.223 0.869 -0.675
C 0.526 -0.134 0.168
O 1.656 0.172 0.918
O 0.592 -1.526 -0.261
H -2.373 -0.424 -0.084
H -0.990 0.977 1.421
H -0.345 0.465 -1.660
H 0.126 1.839 -0.718
H 2.355 -0.459 0.810
H 0.247 -2.037 0.400
```

---

20.
Formula: C3H6O3
Source: the OMol25 dataset
Level of theory: ωB97M-V/def2-TZVPD

Output
structure (SMILES): CC(=O)C=O.O
charge: 0
LUMO: -0.60 eV
frontier orbital gap: 9.340 eV
energy: -9349.770 eV

```
12
C3H6O3 | the OMol25 dataset | ωB97M-V/def2-TZVPD
C -0.478 -0.971 0.477
C 0.723 -0.216 -0.007
O 1.155 -0.233 -1.137
C 1.445 0.615 1.067
O 2.472 1.196 0.847
H -1.059 -1.370 -0.352
H -1.109 -0.325 1.094
H -0.122 -1.798 1.101
H 0.945 0.648 2.056
O -1.344 1.088 -1.430
H -2.076 0.642 -1.867
H -0.550 0.724 -1.848
```